(1)
The following is a quantum chemistry calculation of a cluster of 2 separate species, C5H8N in total at a distorted geometry, from the OMol25 dataset.

The geometry in XYZ format:
```
14
Properties=species:S:1:pos:R:3:forces:R:3
C -0.622 0.112 1.411 1.0463 -1.0406 -1.1244
C -1.307 -0.218 0.237 0.7718 1.0761 3.1078
C -0.666 -0.319 -0.938 -1.5965 -1.4864 -1.8647
C -1.450 -0.181 -2.193 -2.4025 -0.0783 3.5635
C 2.265 0.237 1.868 1.5583 1.8822 1.0560
N 1.442 -0.530 1.216 -3.6686 -0.1968 -0.9163
H -2.372 -0.044 0.328 -0.2768 0.0296 -0.1178
H 0.331 -0.659 -0.960 1.3303 0.1709 -0.0035
H -2.577 -0.384 -1.973 2.0404 0.2661 -0.6038
H -1.073 -0.675 -3.001 0.9917 -1.3595 -2.1443
H -1.366 0.859 -2.327 -0.1101 1.8293 -0.8179
H 2.182 1.366 1.640 0.3559 -0.6601 -0.8872
H 1.941 0.649 2.865 -0.0211 -1.1606 0.2335
H 3.272 -0.216 1.827 -0.0190 0.7280 0.5190
```
Forces are in eV/Å.

The calculation puts the calculated total energy at -249.4588 Eh. For the molar mass, the calculation gives 82.1 u. For the relative energy (zero: lowest compared OMol25 entry of this formula, charge and spin), the calculation gives 962.0 kJ/mol. As for the LUMO energy (spin up / spin down): -6.8116 / -6.4408 eV. The value obtained for the orbital gap (spin up / spin down) is 7.42 / 7.82 eV. Its charge is +1.

Mulliken atomic charge list, values in e, 4 entries:
1 C -0.032
2 C -0.222
3 C 0.190
4 C -1.150

(2)
The following is a quantum chemistry calculation of the ion C5H8N with charge +1 at a distorted geometry, from the OMol25 dataset.

The geometry in XYZ format:
```
14
Properties=species:S:1:pos:R:3:forces:R:3
C -2.196 -0.362 -0.343 1.1678 -3.8073 0.6928
C -1.374 0.774 0.077 3.2803 1.6465 -0.3265
N -0.058 0.883 0.178 -2.6383 -1.8300 -0.5519
C 1.188 1.538 0.153 1.0127 0.2762 1.1884
C 1.249 0.228 0.140 -0.3438 0.5710 -1.6339
C 1.967 -1.070 0.111 1.6597 0.6981 1.1552
H -1.584 -1.349 -0.664 -1.0709 2.3525 0.9572
H -2.835 -0.682 0.550 0.3884 0.4886 -1.5315
H -2.744 -0.119 -1.255 -0.3830 0.2754 0.4307
H -1.852 1.735 0.173 -0.2219 0.2347 0.1177
H 1.686 2.506 0.364 -0.8173 -0.7258 -0.4075
H 3.055 -0.926 -0.336 -2.2410 -0.0805 1.3022
H 1.540 -1.937 -0.401 -0.4638 0.5209 0.1641
H 1.959 -1.220 1.253 0.6712 -0.6204 -1.5569
```
Forces are in eV/Å.

The calculation puts the calculated total energy at -249.6725 Eh. For the molar mass, the calculation gives 82.1 u. For the relative energy (zero: lowest compared OMol25 entry of this formula, charge and spin), the calculation gives 400.9 kJ/mol. As for the SMILES: C/C=[N+]1C=C/1C. As for the LUMO energy: -3.7074 eV. The value obtained for the orbital gap is 10.51 eV. Its charge is +1.

Mulliken atomic charge list, values in e, 4 entries:
1 C -0.959
2 C 0.215
3 N -0.127
4 C -0.125

(3)
The following is a quantum chemistry calculation of the ion C5H8N with charge +1 at a distorted geometry, from the OMol25 dataset.

The geometry in XYZ format:
```
14
Properties=species:S:1:pos:R:3:forces:R:3
C -0.856 -2.103 -1.178 1.9374 -0.9615 -1.6946
C -0.368 -0.905 -0.650 0.2967 2.7892 1.1429
N 0.188 -0.622 0.528 -0.4507 -0.5439 0.4186
C 0.811 0.735 0.267 -1.9048 -0.3497 -0.5733
C 0.698 1.735 1.406 -0.7892 1.2792 -0.4081
C -0.447 0.483 -0.563 0.5943 1.3773 -0.1808
H 0.005 -2.329 -1.879 -0.5157 -0.3170 0.4707
H -1.697 -2.159 -1.834 -0.8335 0.3516 0.1661
H -0.753 -2.757 -0.355 -0.4921 -1.5182 0.5097
H 1.691 0.549 -0.321 0.4970 0.4981 0.2151
H 0.309 2.760 1.105 -0.0601 -1.4526 -0.2129
H 1.647 2.047 1.751 1.2647 -0.2706 0.5762
H 0.087 1.403 2.268 0.3131 -0.1619 -0.6844
H -1.315 1.162 -0.544 0.1432 -0.7200 0.2550
```
Forces are in eV/Å.

The calculation puts the calculated total energy at -249.6814 Eh. For the molar mass, the calculation gives 82.1 u. For the relative energy (zero: lowest compared OMol25 entry of this formula, charge and spin), the calculation gives 377.5 kJ/mol. As for the SMILES: CC1=[N+]2[C@H](C)[C@@H]12. As for the LUMO energy: -4.8249 eV. The value obtained for the orbital gap is 11.32 eV. Its charge is +1.

Mulliken atomic charge list, values in e, 4 entries:
1 C -0.970
2 C 0.729
3 N -0.329
4 C 0.371

(4)
The following is a quantum chemistry calculation of a cluster of 2 separate species, C5H8N in total at a distorted geometry, from the OMol25 dataset.

The geometry in XYZ format:
```
14
Properties=species:S:1:pos:R:3:forces:R:3
C -1.260 0.578 0.613 3.7157 -3.6057 -1.7864
C -1.901 1.639 0.899 -0.6844 2.4654 0.3970
C 0.666 -0.074 -0.003 -3.4759 0.2991 0.4050
C 0.890 -1.333 -0.688 0.3448 0.6133 -0.1198
C 1.655 0.919 0.145 0.4279 0.5498 0.7819
N -2.544 0.090 0.267 2.1301 0.2601 -3.8665
H 1.185 -2.128 -0.032 0.3516 -0.3970 1.2739
H 1.852 -1.149 -1.239 -1.2754 -0.6204 -0.4952
H -0.010 -1.823 -1.100 0.4742 0.6691 -0.5708
H 1.109 1.885 0.024 0.8304 -0.1179 -0.4636
H 2.762 0.773 -0.248 -2.5650 0.3858 0.8573
H 1.501 0.975 1.269 0.8733 -0.0181 -0.1418
H -3.190 -0.302 0.878 -0.9243 -1.1447 1.3863
H -2.716 -0.051 -0.786 -0.2230 0.6612 2.3426
```
Forces are in eV/Å.

The calculation puts the calculated total energy at -249.4803 Eh. For the molar mass, the calculation gives 82.1 u. For the relative energy (zero: lowest compared OMol25 entry of this formula, charge and spin), the calculation gives 905.4 kJ/mol. As for the LUMO energy (spin up / spin down): -6.1282 / -6.1287 eV. The value obtained for the orbital gap (spin up / spin down) is 8.13 / 8.13 eV. Its charge is +1.

Mulliken atomic charge list, values in e, 4 entries:
1 C 0.207
2 C -0.277
3 C 0.569
4 C -1.106

Q: What is the formula in the second record?
A: C5H8N

Q: Which of these has the highest calculated total energy?
A: number 1

Q: Which of these has the highest calculated total energy?
A: number 1

Q: Which formula does entry 2 have?
A: C5H8N